C17H17AsN5OS4Ta as an isolated structure. Source: the Open Molecules 2025 dataset; level of theory: ωB97M-V with the def2-TZVPD basis set.

Output
total energy = -133124.6921 eV
maximum force = 2.0 eV/A
energy above the lowest of the compared OMol25 structures with the same formula, charge and spin = 119.94 kJ/mol

Geometry as ORCA input:
```
! wB97M-V def2-TZVPD RIJCOSX def2/J DEFGRID3
* xyz 2 1
C -2.54 -4.95 0.04
H -0.20 2.41 -2.45
H 5.00 3.30 -0.75
H 3.99 3.60 0.66
C -0.66 1.86 0.74
S -0.29 -3.31 -4.97
S 2.10 -0.56 -5.08
C 4.42 2.82 0.03
N -1.52 -2.50 -0.73
N -1.09 -0.48 0.90
H -2.72 -2.37 3.14
C -1.68 -1.56 1.45
H 3.53 1.36 1.84
H -2.91 -5.91 0.35
S -1.00 -0.18 -3.20
S 1.41 -2.33 -1.96
O 1.82 0.42 -0.65
H -1.54 -3.21 -2.68
As 0.70 -1.72 -4.13
C -1.81 -2.73 0.57
H 2.40 0.08 1.74
C 2.64 1.11 0.02
C -1.66 0.82 2.80
H 0.19 4.73 -1.62
H -2.52 -5.39 -2.07
C -0.43 3.12 1.28
C -1.78 -3.44 -1.64
C -2.23 -1.50 2.72
H -2.65 -0.22 4.39
Ta -0.07 -0.72 -1.17
C -0.03 3.93 -0.93
H 3.25 2.09 -1.59
H -2.47 -4.16 2.03
H -1.69 1.78 3.29
H -0.49 3.28 2.35
C -0.25 2.65 -1.39
C -2.31 -4.67 -1.30
C -0.10 4.17 0.44
C -2.20 -0.30 3.41
C -1.11 0.70 1.53
N 2.77 0.92 1.35
C -2.29 -3.96 0.98
N 3.38 2.02 -0.59
N -0.54 1.64 -0.58
H 0.08 5.15 0.84
H 5.10 2.21 0.62
*
```